(1)
This record from OMol25 describes C19H20FN3O3S in the gas phase. The level of theory is ωB97M-V with the def2-TZVPD basis set.

Geometry as XYZ:
```
47
Properties=species:S:1:pos:R:3:lowdin_charge:R:1
C -2.22049 0.84647 -2.63285 -0.0177
C -0.91760 0.13326 -2.57239 -0.2945
N -0.56826 -0.76912 -3.47321 0.1196
N 0.65184 -1.19758 -3.13873 -0.1346
C 1.08547 -0.58884 -2.01056 -0.2395
C 0.10198 0.29928 -1.60933 -0.1230
C 0.06407 1.15619 -0.38887 -0.1163
H 0.98948 1.72967 -0.27892 0.1112
C -0.14962 0.29075 0.86155 -0.2148
N -0.55956 1.04287 2.02658 -0.1321
S -2.18044 1.45455 2.08967 0.6568
O -2.29587 2.48178 3.07965 -0.2851
O -2.73036 1.69180 0.78326 -0.2959
C -2.85296 -0.07709 2.71790 -0.2838
C -3.55394 -0.91825 1.87586 -0.0494
C -4.04198 -2.11897 2.36366 0.0116
C -3.80852 -2.43430 3.69195 -0.2652
C -3.11066 -1.59331 4.54507 0.0121
C -2.62672 -0.39862 4.04258 -0.0444
H -2.08491 0.29783 4.66116 0.1199
H -2.95931 -1.87967 5.57361 0.1222
F -4.27727 -3.59926 4.17322 0.0697
H -4.59405 -2.80201 1.73803 0.1226
H -3.71819 -0.61732 0.85323 0.1151
H 0.02891 1.83551 2.23434 0.1134
H 0.76354 -0.26039 1.10722 0.1269
H -0.94748 -0.43183 0.67359 0.1189
H -0.77171 1.85095 -0.47134 0.0999
O 2.27478 -0.95905 -1.46357 0.0716
C 3.16058 0.02517 -1.09299 -0.2507
C 4.10567 -0.31399 -0.13027 -0.0083
C 5.04788 0.61604 0.26422 -0.0826
C 5.05415 1.88512 -0.29189 -0.0961
C 4.11765 2.21601 -1.25571 -0.0766
C 3.17113 1.29238 -1.66261 -0.0247
H 2.44795 1.54630 -2.42395 0.1252
H 4.12177 3.19975 -1.70092 0.1065
H 5.78848 2.61112 0.02169 0.1002
H 5.77859 0.34914 1.01290 0.1045
H 4.08631 -1.30695 0.29115 0.1183
C 1.31726 -2.22566 -3.88509 -0.0039
H 1.22804 -3.19107 -3.38149 0.0925
H 0.84466 -2.28378 -4.86283 0.0899
H 2.37400 -1.97906 -3.99142 0.0914
H -2.09349 1.81964 -3.10702 0.0851
H -2.61704 1.00741 -1.63239 0.0558
H -2.92379 0.26710 -3.22374 0.0782
```

**Largest force on an atom**: 0.88 eV Å⁻¹
**E_tot**: -44192.359 eV
**Relative energy (zero: lowest compared OMol25 entry of this formula, charge and spin)**: 37.5 kcal per mole
**SMILES**: Cc1nn(C)c(Oc2ccccc2)c1CCNS(=O)(=O)c1ccc(F)cc1
**HOMO-LUMO gap**: 9.1 eV
**LUMO energy**: 0.59 eV
**Multiplicity**: 1


(2)
This record from OMol25 describes a molecular structure, C2H3O3Yb. The level of theory is ωB97M-V with the def2-TZVPD basis set.

Geometry as XYZ:
```
9
Properties=species:S:1:pos:R:3:lowdin_charge:R:1
H 3.42654 1.28274 -0.18759 0.0223
O -0.46694 -1.84557 -0.02070 -0.0174
C -1.67072 -1.71485 -0.06023 -0.0404
C -2.19605 -0.26134 -0.00903 -0.0382
O -1.35187 0.60474 0.06069 -0.0001
O 2.48119 1.42933 -0.10565 -0.3744
Yb 0.95148 0.03923 0.15908 2.0915
H -2.36415 -2.56753 -0.11168 0.1779
H -3.27533 -0.04711 -0.01600 0.1787
```

**Largest force on an atom**: 4.06 eV Å⁻¹
**E_tot**: -39775.218 eV
**Total charge**: +2
**Relative energy (zero: lowest compared OMol25 entry of this formula, charge and spin)**: 1.1 kcal per mole
**HOMO-LUMO gap (alpha / beta)**: 8.5 / 7.7 eV
**LUMO energy (alpha / beta)**: -11.61 / -12.29 eV
**Multiplicity**: 2


(3)
This record from OMol25 describes 2 unconnected molecules or ions with the total composition H2N2O2S2. The level of theory is ωB97M-V with the def2-TZVPD basis set.

Geometry as XYZ:
```
8
Properties=species:S:1:pos:R:3:lowdin_charge:R:1
N 2.73030 0.55212 -0.84098 -0.5045
N -0.03491 0.28259 0.10166 -0.1568
O 0.53993 2.80190 -0.18417 -0.4430
O 2.63190 -0.99859 1.13548 -0.6165
S 0.98844 1.60093 0.45984 0.9830
S 3.22690 -0.65159 -0.17542 0.6758
H 0.27340 -0.62411 0.51466 0.0727
H -0.59498 0.33288 -0.62856 -0.0108
```

**Largest force on an atom**: 7.15 eV Å⁻¹
**E_tot**: -28774.940 eV
**Relative energy (zero: lowest compared OMol25 entry of this formula, charge and spin)**: 19.0 kcal per mole
**HOMO-LUMO gap (alpha / beta)**: 7.9 / 7.9 eV
**LUMO energy (alpha / beta)**: -1.51 / -1.51 eV
**Multiplicity**: 1


(4)
This record from OMol25 describes C5H5Cl in the gas phase. The level of theory is ωB97M-V with the def2-TZVPD basis set.

Geometry as XYZ:
```
11
Properties=species:S:1:pos:R:3:lowdin_charge:R:1
C -2.28600 1.18295 0.24090 0.1309
C -1.32286 0.63229 -0.24025 -0.1838
C 0.51107 -1.08610 -0.09396 -0.2886
C -0.24119 -0.00144 -0.81370 -0.1218
C 1.43653 -0.18476 0.67219 -0.5464
Cl 2.88276 0.38346 -0.03458 0.6131
H -3.14953 1.60061 0.66831 0.0160
H -0.12863 -1.64292 0.58365 0.1105
H 1.04189 -1.75784 -0.76499 0.1036
H 0.21987 0.44828 -1.68005 0.1059
H 1.03610 0.42547 1.46248 0.0607
```

**Largest force on an atom**: 1.18 eV Å⁻¹
**E_tot**: -17783.915 eV
**Relative energy (zero: lowest compared OMol25 entry of this formula, charge and spin)**: 84.1 kcal per mole
**HOMO-LUMO gap (alpha / beta)**: 8.1 / 7.6 eV
**LUMO energy (alpha / beta)**: 0.14 / -0.34 eV
**Multiplicity**: 1